(1)
ORCA calculation (ωB97M-V/def2-TZVPD) on C45H62AsN7O2P3S4Ti as an isolated structure at a distorted geometry.

Element x y z (Å)
Ti 0.46511 0.61625 1.43997
C -0.79346 3.72602 -1.38337
P -2.25256 2.71062 -0.87848
C -3.31586 4.09719 -0.29744
C -2.96333 2.36521 -2.55108
C -4.11312 2.99333 -3.03447
C -4.66660 2.64307 -4.25734
C -4.07258 1.65512 -5.02842
C -2.93330 1.01969 -4.55760
C -2.36787 1.35080 -3.32803
P -0.88279 0.46515 -2.64112
C 0.29327 0.76823 -4.03012
C -1.35022 -1.27293 -3.01250
H -1.06128 4.47040 -2.13726
H -0.00056 3.08439 -1.76780
H -0.41560 4.22085 -0.48653
H -3.33955 4.94916 -0.98300
H -2.89687 4.41308 0.65941
H -4.33383 3.74871 -0.11324
H -4.59431 3.76391 -2.44502
H -5.56405 3.14194 -4.60543
H -4.49519 1.37838 -5.98746
H -2.47532 0.24449 -5.16229
H -0.09285 0.41188 -4.98945
H 1.21647 0.23780 -3.79413
H 0.49965 1.83727 -4.10856
H -0.55494 -1.90042 -2.61313
H -2.28378 -1.50905 -2.50045
H -1.47228 -1.46469 -4.08176
S -1.43541 2.54656 5.57856
As 0.11269 2.57088 4.13969
S -0.67124 2.68833 2.06103
S 1.00330 0.56038 3.78162
S 1.65962 3.98576 4.44516
C 3.82040 -1.48174 2.19926
C 2.90791 -1.34768 1.01146
O 1.91690 -0.50282 1.19837
C 3.10784 -2.10556 -0.17421
C 4.15626 -3.06287 -0.18894
C 4.40400 -3.90146 -1.26096
C 3.60418 -3.80320 -2.39927
C 2.59173 -2.85850 -2.45141
C 2.29743 -1.96505 -1.38668
O 1.37819 -1.08708 -1.51311
H 3.40778 -0.89754 3.02032
H 4.83078 -1.11128 1.98743
H 3.92063 -2.52301 2.52163
H 4.78395 -3.15623 0.68889
H 5.21007 -4.62460 -1.20980
H 3.77907 -4.45589 -3.24893
H 1.97828 -2.75869 -3.34197
N -1.00083 -0.43721 1.25409
P -1.96566 -1.54754 1.73458
N -1.50016 -3.02549 1.13184
C -0.35493 -3.18317 0.24133
C 0.49087 -4.37486 0.66281
C -0.36786 -5.63730 0.70369
C -1.59308 -5.43752 1.59565
C -2.36843 -4.18338 1.19272
N -2.17985 -1.78499 3.36490
C -2.54098 -0.55669 4.10816
C -3.22251 -0.92571 5.41346
C -2.28360 -1.79401 6.24806
C -1.80947 -3.00234 5.44142
C -1.19060 -2.55889 4.12097
N -3.53800 -1.25865 1.23814
C -4.75885 -1.45992 2.00335
C -5.94992 -1.72626 1.06521
C -5.48387 -2.41783 -0.20919
C -4.53876 -1.49441 -0.99208
C -3.74999 -0.58603 -0.03640
H 0.21272 -2.25800 0.22421
H -0.71606 -3.35090 -0.78669
H 0.91602 -4.17442 1.65262
H 1.32694 -4.48761 -0.03166
H 0.21381 -6.49805 1.04548
H -0.70318 -5.86581 -0.31589
H -1.27608 -5.34157 2.63855
H -2.25872 -6.30507 1.53851
H -3.17712 -3.99192 1.90098
H -2.82943 -4.35527 0.20515
H -3.16245 0.08636 3.48804
H -1.63900 0.02022 4.32596
H -4.15331 -1.46954 5.20713
H -3.46893 -0.00585 5.94702
H -2.76473 -2.11447 7.17705
H -1.41610 -1.18533 6.52332
H -2.65865 -3.66365 5.22883
H -1.07407 -3.58075 6.00860
H -0.87825 -3.41561 3.52592
H -0.30495 -1.94245 4.31653
H -4.98725 -0.58343 2.62474
H -4.61394 -2.29877 2.68508
H -6.43742 -0.78243 0.80298
H -6.69422 -2.32740 1.59349
H -6.33489 -2.71309 -0.82834
H -4.95705 -3.33522 0.06452
H -5.10304 -0.87154 -1.69314
H -3.85224 -2.10094 -1.58700
H -4.29024 0.35358 0.13580
H -2.78296 -0.30072 -0.45076
N 5.88835 3.62198 -2.44908
C 6.86558 4.53512 -2.76744
C 7.89869 4.52920 -3.69716
C 8.70516 5.65227 -3.74063
C 8.48669 6.74272 -2.88549
C 7.45755 6.73940 -1.96265
C 6.63511 5.61615 -1.90149
N 5.55394 5.35246 -1.08228
C 5.13946 4.16444 -1.43186
C 4.01148 3.43569 -0.83795
C 3.48402 2.30093 -1.44673
C 2.44723 1.62452 -0.83404
N 1.91145 2.03885 0.31927
C 2.40326 3.13402 0.90765
C 3.45690 3.85298 0.36385
H 5.77998 2.69667 -2.82326
H 8.06802 3.68781 -4.35698
H 9.52276 5.69065 -4.44938
H 9.14167 7.60229 -2.95250
H 7.28468 7.57594 -1.29859
H 3.85189 1.91977 -2.39133
H 2.03234 0.70344 -1.24407
H 1.95634 3.43993 1.84945
H 3.84184 4.71999 0.88095

Cartesian forces, eV/Å:
Ti 0.2 -0.3 1.1
C 0.0 0.0 0.0
P 0.0 0.1 0.0
C 0.0 0.0 0.0
C 0.0 -0.1 0.0
C 0.0 0.0 0.0
C 0.0 0.0 0.0
C 0.0 0.0 0.0
C 0.1 0.0 0.0
C -0.1 0.0 0.0
P 0.0 0.0 0.0
C 0.0 0.0 0.0
C 0.0 0.0 0.0
H 0.0 0.0 0.0
H 0.0 0.0 0.0
H 0.0 0.0 0.0
H 0.0 0.0 0.0
H 0.0 0.0 0.0
H 0.0 0.0 0.0
H 0.0 0.0 0.0
H 0.0 0.0 0.0
H 0.0 0.0 0.0
H 0.0 0.0 0.0
H 0.0 0.0 0.0
H 0.0 0.0 0.0
H 0.0 0.0 0.0
H 0.1 0.0 0.0
H 0.1 0.0 -0.1
H 0.0 0.0 0.0
S 0.0 -0.1 0.0
As 0.0 0.2 0.0
S -0.2 0.2 0.0
S 0.1 0.0 -0.2
S 0.0 0.0 0.0
C 0.0 0.0 0.0
C 0.0 0.1 0.2
O -0.4 -0.2 -0.6
C -0.1 0.0 0.0
C 0.0 0.0 0.0
C 0.0 0.0 0.0
C 0.0 0.0 0.0
C 0.0 -0.1 0.0
C 0.0 0.1 0.0
O 0.0 0.0 0.0
H 0.0 0.0 0.0
H 0.0 0.0 0.0
H 0.0 0.0 0.0
H 0.0 0.0 0.0
H 0.0 0.0 0.0
H 0.0 0.0 0.0
H 0.0 0.0 0.0
N 0.4 0.2 -0.4
P -0.1 0.0 -0.2
N 0.1 0.0 0.1
C 0.0 0.0 -0.1
C 0.0 0.0 0.0
C 0.0 0.0 0.0
C 0.0 0.0 0.0
C 0.0 0.0 0.0
N 0.0 0.0 0.0
C 0.0 0.0 0.0
C 0.0 0.0 0.0
C 0.0 0.0 0.0
C 0.0 0.0 0.0
C 0.0 0.0 0.0
N 0.0 0.1 0.0
C 0.0 0.0 0.0
C 0.0 0.0 0.0
C 0.0 0.0 0.0
C 0.0 0.0 0.0
C 0.0 -0.1 0.0
H 0.0 0.0 0.0
H 0.0 0.0 0.0
H 0.0 0.0 0.0
H 0.0 0.0 0.0
H 0.0 0.0 0.0
H 0.0 0.0 0.0
H 0.0 0.0 0.0
H 0.0 0.0 0.0
H 0.0 0.0 0.0
H 0.0 0.0 0.0
H 0.0 0.0 0.0
H 0.0 0.0 0.0
H 0.0 0.0 0.0
H 0.0 0.0 0.0
H 0.0 0.0 0.0
H 0.0 0.0 0.0
H 0.0 0.0 0.0
H 0.0 0.0 0.0
H 0.0 0.0 0.0
H 0.0 0.0 0.0
H 0.0 0.0 0.0
H 0.0 0.0 0.0
H 0.0 0.0 0.0
H 0.0 0.0 0.0
H 0.0 0.0 0.0
H 0.0 0.0 0.0
H 0.0 0.0 0.0
H -0.1 0.0 0.0
H 0.0 0.0 0.0
H 0.0 0.0 0.0
N 0.0 0.0 0.0
C 0.0 0.0 0.0
C 0.0 0.0 0.0
C 0.0 0.0 0.0
C 0.0 0.0 0.0
C 0.0 0.0 0.0
C 0.0 0.0 0.0
N 0.0 0.0 0.0
C 0.0 0.0 0.0
C 0.0 0.0 0.0
C 0.0 0.0 0.0
C -0.1 -0.1 0.0
N -0.2 0.0 -0.1
C 0.0 0.0 0.0
C 0.0 0.0 0.0
H 0.0 0.0 0.0
H 0.0 0.0 0.0
H 0.0 0.0 0.0
H 0.0 0.0 0.0
H 0.0 0.0 0.0
H 0.0 0.0 0.0
H 0.0 0.0 0.0
H 0.0 0.0 0.0
H 0.0 0.0 0.0

Computed properties:
Calculated total energy, hartree: -7988.1292
LUMO level (alpha / beta), eV: 3.598 / 3.596
Net charge: -2
Energy relative to the best compared isomer or geometry (same formula, charge and spin), kcal per mole: 8.6
Spin multiplicity: 2
<S²>: 0.78

=====

(2)
ORCA calculation (ωB97M-V/def2-TZVPD) on a 2-piece molecular cluster, C5H10O overall.

Element x y z (Å)
C 2.36723 0.12312 0.54964
O 1.33864 -0.84706 0.51282
C 0.11076 -0.32114 0.41175
C -0.42805 0.90638 0.37832
C -1.83233 0.34955 0.22513
C -1.18207 -1.07067 0.26932
H 2.23640 0.79937 1.40192
H 2.36914 0.71480 -0.37188
H 3.30828 -0.41783 0.64226
H -0.03904 1.91794 0.42560
H -2.32587 0.57654 -0.72585
H -2.52938 0.55371 1.04655
H -1.47389 -1.68999 1.12345
H -1.27685 -1.65415 -0.65291
H -0.39107 -0.06742 -2.99710
H -0.15081 0.11808 -2.32755

Cartesian forces, eV/Å:
C 0.2 0.2 0.0
O -0.2 -0.1 0.0
C -0.1 0.0 0.0
C 0.1 0.1 0.0
C -0.2 0.1 0.0
C 0.0 -0.2 0.0
H 0.0 -0.1 0.0
H 0.0 0.0 0.0
H -0.1 0.1 0.0
H 0.0 -0.2 0.0
H 0.0 0.0 0.1
H 0.1 0.0 -0.1
H 0.1 0.1 -0.1
H 0.0 0.1 0.1
H -0.1 -0.1 -0.3
H 0.1 0.1 0.3

Computed properties:
Calculated total energy, hartree: -271.6505
SMILES: COC1=CCC1.[H][H]
LUMO level, eV: 1.133
Net charge: 0
Energy relative to the best compared isomer or geometry (same formula, charge and spin), kcal per mole: 64.1

=====

(3)
ORCA calculation (ωB97M-V/def2-TZVPD) on a 11-piece molecular cluster, C34H93N3O22 overall at a distorted geometry.

Element x y z (Å)
C -8.90058 -6.23398 -18.63535
O -9.87753 -5.39306 -17.94426
C -10.66895 -4.58711 -18.83868
C -11.90376 -4.11158 -18.04272
N -11.85836 -2.86723 -17.30393
C -10.71812 -2.92635 -16.48681
C -10.85213 -1.76553 -15.44391
O -12.05317 -1.96528 -14.76037
C -13.00219 -0.89439 -14.60589
H -9.45625 -6.99667 -19.18092
H -8.30823 -6.81387 -17.92756
H -8.13200 -5.74499 -19.23391
H -10.91385 -5.13142 -19.75074
H -10.14809 -3.78677 -19.36429
H -12.25765 -4.89021 -17.36699
H -12.72999 -3.85465 -18.70561
H -12.50397 -2.92822 -16.52961
H -9.77967 -2.74560 -17.01097
H -10.57428 -3.84532 -15.91855
H -10.99255 -0.77737 -15.88199
H -10.01509 -1.66900 -14.75243
H -13.90719 -1.19950 -14.08055
H -13.13757 -0.69303 -15.66854
H -12.52473 -0.00873 -14.18667
C -5.69113 -3.35026 -21.63035
O -5.85187 -4.78755 -21.75314
C -5.49233 -5.52442 -20.60953
C -4.04765 -6.03252 -20.70091
N -3.06926 -4.99819 -20.60035
C -1.69779 -5.31758 -20.28079
C -1.47626 -6.00450 -18.90287
O -1.84896 -5.21602 -17.79858
C -1.37611 -5.67745 -16.52771
H -4.67240 -3.04573 -21.39048
H -6.33593 -3.05948 -20.80103
H -6.05849 -2.95613 -22.57788
H -6.07345 -6.44577 -20.64834
H -5.54956 -5.02787 -19.64089
H -4.02970 -6.56490 -21.65188
H -3.88671 -6.84237 -19.98933
H -3.00236 -4.43553 -21.43643
H -1.08704 -4.43010 -20.44648
H -1.30877 -5.97075 -21.06190
H -0.40403 -6.18990 -18.83919
H -1.80637 -7.04199 -18.85060
H -0.34841 -6.03744 -16.57606
H -1.99313 -6.55919 -16.35471
H -1.43272 -4.91424 -15.75156
C -6.06249 2.50097 -23.31550
O -6.29849 1.43218 -22.41627
C -7.49205 0.76480 -22.71366
C -8.03398 0.03702 -21.42040
N -9.15298 -0.85083 -21.79642
C -9.92258 -1.28785 -20.64703
C -10.58604 -0.18227 -19.76355
O -9.90358 0.06683 -18.57038
C -10.41918 1.07030 -17.79492
H -5.00651 2.76425 -23.25485
H -6.79679 3.27811 -23.10347
H -6.31771 2.36079 -24.36589
H -7.27882 0.00174 -23.46224
H -8.21326 1.43084 -23.18733
H -8.41914 0.80527 -20.74992
H -7.24757 -0.64186 -21.09056
H -8.97075 -1.65927 -22.37376
H -9.37218 -1.91819 -19.94858
H -10.55789 -2.08696 -21.02901
H -11.52126 -0.53909 -19.33210
H -10.79247 0.75460 -20.28101
H -10.69266 1.99946 -18.29489
H -9.74145 1.25192 -16.96077
H -11.32877 0.70486 -17.31826
C -3.90379 0.48269 -24.90830
C -4.70970 -0.74068 -25.19003
O -5.04812 -0.77651 -26.60436
O -3.35103 0.53151 -23.66558
H -4.70049 1.21764 -25.02322
H -3.14850 0.59528 -25.68609
H -5.55935 -0.79339 -24.50928
H -4.17220 -1.68581 -25.26693
H -4.47674 -1.25137 -27.21234
H -4.08786 0.72160 -23.08031
C 0.29252 -1.96357 -17.47312
C 0.86583 -2.71999 -18.67779
O 0.82546 -1.92486 -19.85359
O 1.23451 -0.97656 -17.05063
H 0.01845 -2.68103 -16.69967
H -0.66917 -1.46773 -17.60502
H 0.16007 -3.54829 -18.61507
H 1.86064 -3.00469 -18.33515
H 1.43351 -2.32095 -20.48207
H 1.31268 -0.27937 -17.70593
C -3.32179 -5.99676 -12.50631
C -3.67569 -7.16658 -13.37459
O -4.57819 -8.00200 -12.74893
O -3.07152 -6.20195 -11.10326
H -4.20996 -5.36555 -12.47734
H -2.51626 -5.43309 -12.97693
H -2.82782 -7.75803 -13.72015
H -3.98195 -6.70754 -14.31458
H -4.14986 -8.39604 -11.98548
H -2.57382 -7.01206 -10.97058
C -1.10020 -2.99358 -23.33304
C -1.18095 -4.18792 -24.24233
O -1.15082 -5.26917 -23.41833
O -1.93380 -3.02151 -22.16572
H -1.41681 -2.07353 -23.82433
H -0.07504 -2.82807 -23.00175
H -0.40165 -4.15964 -25.00390
H -2.18187 -4.16232 -24.67315
H -1.28035 -4.92706 -22.53076
H -1.50450 -2.62698 -21.40306
C -4.59095 -1.04636 -17.86888
C -3.96685 -2.22302 -18.59481
O -3.02651 -2.79812 -17.70816
O -5.58700 -0.30610 -18.74537
H -3.74818 -0.44779 -17.52313
H -5.22489 -1.35983 -17.03945
H -3.43734 -2.10413 -19.54011
H -4.69355 -3.03147 -18.67485
H -2.50764 -3.49209 -18.12141
H -5.96625 0.42827 -18.25704
C 2.89925 -6.51250 -14.42927
C 3.33750 -8.01595 -14.23061
O 2.16882 -8.85421 -14.53573
O 2.03402 -6.02684 -13.39187
H 2.31272 -6.51852 -15.34799
H 3.82643 -5.93956 -14.44263
H 3.51413 -8.02042 -13.15502
H 4.26169 -8.33803 -14.71042
H 2.25943 -8.99933 -15.48036
H 1.47465 -6.79887 -13.27923
C 2.07103 -5.38374 -21.87578
C 3.49599 -4.86000 -21.68131
O 4.11731 -5.59482 -20.68866
O 1.53675 -5.63966 -20.56391
H 1.99322 -6.31882 -22.43046
H 1.45119 -4.65393 -22.39661
H 3.60710 -3.84344 -21.30401
H 4.04521 -4.96834 -22.61657
H 5.03578 -5.64987 -20.96250
H 2.23441 -6.12324 -20.11555
C -0.56987 -11.16756 -18.69845
C -0.25572 -9.76677 -19.35627
O 0.58133 -8.94696 -18.52336
O 0.64157 -11.96295 -18.61791
H -1.38209 -11.55292 -19.31482
H -1.03738 -10.76701 -17.79896
H -1.12305 -9.17072 -19.64011
H 0.50367 -9.84399 -20.13438
H 1.38442 -9.43087 -18.31727
H 1.10621 -12.00637 -19.45685

Cartesian forces, eV/Å:
C -0.8 -0.3 0.8
O 1.1 0.3 -1.4
C -0.3 -0.5 0.8
C -1.6 0.0 -1.3
N 1.0 -0.1 0.0
C 2.6 2.6 2.3
C -0.4 0.5 -0.4
O -1.1 -1.7 2.2
C 1.8 -0.1 -1.8
H 0.1 0.2 -0.5
H -0.3 0.3 0.6
H -0.5 0.6 -0.3
H -0.8 -0.9 0.3
H 0.7 0.8 0.8
H 0.3 -0.5 -0.2
H -0.1 -1.0 -0.7
H -1.4 0.1 -0.5
H 0.1 -0.1 -0.3
H -0.2 -0.3 0.0
H 0.6 0.0 -0.8
H 0.2 -0.4 0.1
H 0.4 -0.2 -0.1
H -1.2 0.8 0.0
H -0.1 0.0 0.5
C -0.5 -1.5 0.3
O 0.1 1.3 0.0
C 1.5 -1.2 0.1
C -0.4 -0.6 -0.7
N -0.1 1.2 0.6
C -0.3 -1.2 0.6
C 1.7 0.2 -0.7
O 0.0 0.9 -0.1
C -0.3 -0.9 -1.0
H 0.0 0.0 -0.3
H -0.1 0.5 0.2
H 0.2 0.2 0.0
H -0.5 0.2 0.3
H -0.7 0.5 -0.1
H 0.3 -0.1 -0.6
H 0.0 0.3 0.5
H -0.5 0.0 0.0
H 0.0 0.1 0.8
H 0.4 -0.9 0.3
H 0.4 0.3 -0.1
H -1.1 0.0 0.0
H 0.3 0.1 -0.2
H 0.0 0.0 0.9
H -0.4 0.0 -0.3
C -0.6 0.8 -0.2
O -0.1 -0.5 -0.1
C 0.2 -0.9 0.2
C -0.6 1.4 -3.0
N 1.3 -0.4 3.6
C -1.5 0.4 -0.2
C -1.0 -0.4 0.8
O 2.9 -0.8 -1.4
C -1.2 0.5 1.6
H -0.3 0.4 0.2
H 0.5 0.7 0.6
H 0.3 -1.1 -0.2
H -0.1 -0.3 -0.2
H -0.4 0.2 0.4
H 0.4 -0.6 0.5
H 0.2 0.1 0.7
H 0.2 0.2 -1.1
H 1.2 0.2 0.2
H -0.9 0.5 0.0
H -0.7 -0.6 -1.1
H 0.1 0.0 -0.5
H 0.4 0.1 -0.4
H 0.2 0.2 -0.3
H -0.4 0.1 0.0
C -1.0 0.1 -1.8
C 1.6 -2.7 -2.6
O -2.3 1.8 0.0
O 0.5 0.1 1.6
H 0.5 0.9 -0.4
H 0.0 0.2 0.2
H -0.4 -0.2 -0.5
H 0.5 -0.1 2.1
H 0.4 -0.2 0.8
H 0.2 -0.1 0.7
C 0.5 1.4 -0.8
C -1.6 0.4 2.1
O -0.1 -0.4 0.1
O 0.1 -0.3 1.0
H 0.9 0.0 0.4
H -0.2 -0.1 -0.8
H 0.3 -0.8 -1.3
H 0.1 -0.2 -0.6
H 0.1 0.0 -0.1
H -0.2 -0.2 -0.2
C -0.3 1.0 0.8
C 1.6 0.0 0.0
O -1.4 -0.6 -0.3
O 0.0 -0.5 -0.8
H 0.0 0.2 -0.1
H 0.2 0.1 0.0
H 0.7 -0.1 0.3
H -1.0 -0.3 0.0
H -0.1 0.0 0.0
H 0.3 0.0 0.0
C 0.7 2.9 0.1
C -1.7 1.5 0.6
O 0.9 -2.5 0.7
O -0.4 -1.0 -0.6
H 0.3 0.0 -0.6
H 0.2 -0.1 0.0
H 0.0 -0.1 0.0
H 0.0 0.1 -0.8
H -0.1 -0.3 0.2
H 0.4 0.2 -0.1
C -1.2 1.0 -1.0
C -0.2 -1.9 0.6
O 0.3 1.3 1.2
O 1.6 -1.0 0.1
H -0.3 0.6 0.0
H 0.6 -0.4 0.2
H -0.6 0.9 -0.3
H -0.6 0.3 -0.8
H -0.1 -0.5 -0.2
H 0.2 0.0 0.3
C 0.6 -1.2 -0.2
C -1.9 1.3 1.1
O 1.6 0.5 0.3
O 0.9 -0.9 -0.5
H 0.4 0.5 -0.5
H -0.4 0.5 -0.2
H 0.0 -0.7 0.1
H -0.2 0.1 -0.4
H -0.4 -0.2 -0.1
H -0.6 0.0 0.5
C 0.0 0.1 1.2
C -0.4 0.5 -1.0
O 1.0 -1.5 0.8
O -0.5 0.6 -0.7
H 0.5 0.0 -0.3
H -0.1 0.1 0.2
H -0.9 0.6 -0.6
H 0.0 0.2 -0.3
H 0.1 -0.3 0.5
H 0.1 -0.2 0.3
C 0.6 2.6 -2.1
C 2.4 -0.7 0.3
O -0.8 0.8 1.3
O -1.5 0.7 1.3
H 0.2 -0.8 0.0
H 0.7 -1.3 0.9
H 0.0 -0.2 0.0
H -1.1 -0.8 -1.4
H 0.0 -0.3 -0.1
H -0.4 0.2 -0.3

Computed properties:
Calculated total energy, hartree: -3169.9484
LUMO level (alpha / beta), eV: -2.603 / -7.511
Net charge: +1
Spin multiplicity: 2
<S²>: 0.75